(1)
Here is a structure of composition C18H31N2OPSSiTc from the OMol25 dataset. Energies are from ωB97M-V with the def2-TZVPD basis set.

```
! wB97M-V def2-TZVPD RIJCOSX def2/J DEFGRID3
* xyz 0 4
Tc 0.39 0.22 -0.13
Si 2.59 0.37 -1.05
P -0.03 0.38 -2.38
N 0.09 -1.59 -0.16
H 0.28 1.97 1.16
C -1.84 0.44 -2.61
H -2.07 0.59 -3.67
H -2.27 1.26 -2.02
H -2.27 -0.51 -2.27
C 0.46 1.87 -3.34
H -0.04 1.80 -4.31
H 1.54 1.90 -3.48
H 0.13 2.78 -2.82
C 0.40 -0.99 -3.51
H 0.13 -0.69 -4.53
H -0.18 -1.88 -3.23
H 1.47 -1.22 -3.46
C 3.51 1.94 -0.52
H 3.23 2.24 0.50
H 3.28 2.74 -1.24
H 4.59 1.72 -0.56
H 3.39 -0.79 -0.54
H 2.88 0.33 -2.51
C 0.08 -2.91 -0.38
C -1.09 -5.05 -0.39
C -1.10 -3.69 -0.16
C 1.25 -3.57 -0.88
C 1.23 -4.94 -1.12
C 0.07 -5.69 -0.87
H -1.99 -5.64 -0.20
H -1.99 -3.15 0.17
H 2.14 -2.95 -1.08
H 2.13 -5.43 -1.50
H 0.07 -6.76 -1.04
C -0.75 2.44 0.72
O -1.28 1.29 0.10
C -1.79 2.94 1.71
H -1.47 3.88 2.16
H -2.01 2.21 2.50
H -2.72 3.13 1.16
C -0.33 3.56 -0.22
H -1.05 3.71 -1.03
H 0.68 3.42 -0.64
H -0.30 4.48 0.38
S 1.53 -0.14 2.04
C 0.25 0.11 3.14
N -0.93 -0.58 2.98
C -2.01 -0.39 3.80
C -1.92 0.53 4.82
C -0.73 1.25 5.02
C 0.36 1.02 4.19
H -1.00 -1.23 2.19
H -2.89 -0.99 3.57
H -2.78 0.70 5.46
H -0.65 1.99 5.81
H 1.31 1.54 4.27
*
```

Summary:
* HOMO energy (spin up / spin down): -5.7 / -7.1 eV
* <S²>: 3.797
* HOMO-LUMO gap (spin up / spin down): 5.09 / 6.41 eV

(2)
Here is the molecule C21H23NO4S from the OMol25 dataset. Energies are from ωB97M-V with the def2-TZVPD basis set.

```
! wB97M-V def2-TZVPD RIJCOSX def2/J DEFGRID3
* xyz 0 1
C 1.87 4.92 3.13
C 2.72 4.36 2.51
C 3.72 3.62 1.77
N 3.27 2.28 1.46
C 3.15 1.83 0.20
O 3.47 2.47 -0.78
C 2.60 0.44 0.10
C 2.47 -0.16 -1.08
C 1.97 -1.56 -1.22
C 0.59 -1.68 -1.82
C 0.12 -2.90 -2.19
S -1.50 -2.89 -2.80
C -1.58 -1.17 -2.58
C -2.68 -0.38 -2.88
C -2.59 0.98 -2.65
C -1.42 1.52 -2.14
C -0.33 0.73 -1.84
C -0.39 -0.65 -2.05
C 2.03 -2.24 0.16
C 1.46 -1.29 1.21
O 0.15 -1.02 0.87
C -0.60 -0.32 1.84
C -2.02 -0.15 1.32
C -2.69 -1.50 1.08
C -4.07 -1.35 0.45
O -4.62 -2.64 0.28
O 2.24 -0.11 1.31
H 1.13 5.44 3.67
H 3.92 4.11 0.80
H 4.65 3.59 2.35
H 2.96 1.69 2.22
H 2.78 0.38 -1.96
H 2.65 -2.10 -1.90
H 0.63 -3.83 -2.14
H -3.57 -0.82 -3.30
H -3.43 1.62 -2.88
H -1.36 2.59 -1.97
H 0.57 1.18 -1.45
H 3.07 -2.45 0.42
H 1.46 -3.16 0.17
H 1.52 -1.73 2.22
H -0.15 0.67 2.03
H -0.60 -0.88 2.79
H -2.60 0.44 2.04
H -1.98 0.40 0.38
H -2.07 -2.10 0.42
H -2.80 -2.04 2.03
H -4.72 -0.74 1.10
H -3.97 -0.84 -0.52
H -5.46 -2.57 -0.18
*
```

Summary:
* ΔE to the lowest compared entry with this formula, charge and spin: 319.7 kJ/mol
* HOMO energy: -8.0 eV
* SMILES: C#CCNC(=O)C1=C[C@H](c2csc3ccccc23)C[C@H](OCCCCO)O1
* HOMO-LUMO gap: 8.70 eV

M readings, ordered: 480.6, 385.5 g mol⁻¹